95
Properties=species:S:1:pos:R:3:forces:R:3:mulliken_charge:R:1 method="wB97M-V/def2-TZVPD" spin_multiplicity=2 charge=0 homo_ev="-6.6372 / -6.6353" lumo_energy_ev="-0.83 / -0.84"
Yb -0.071 -0.274 -0.144 0.0 0.2 0.1 0.8072
C -6.382 -0.788 1.120 0.0 0.1 0.0 -1.1357
C -5.577 -2.058 0.832 0.0 -0.1 0.0 -1.1086
C -4.109 -1.895 1.078 0.0 0.0 -0.1 0.4812
C -3.408 -2.190 2.203 0.0 0.1 0.1 0.5098
C -3.910 -2.827 3.460 0.0 0.1 0.1 -1.2420
C -3.613 -4.327 3.519 0.0 0.0 0.0 -1.1200
C -2.025 -1.816 1.945 0.0 -0.1 0.0 0.1876
N -1.918 -1.327 0.681 0.1 -0.1 -0.1 -0.1485
C -3.156 -1.356 0.122 -0.1 0.1 0.1 -0.4120
C -3.464 -0.882 -1.149 0.0 0.1 0.0 -0.1547
C -2.565 -0.450 -2.128 -0.1 0.0 0.0 0.0324
C -2.919 0.152 -3.400 0.0 -0.1 0.0 0.5853
C -4.315 0.419 -3.874 0.0 0.1 0.0 -1.2033
C -4.916 -0.785 -4.601 0.0 -0.1 0.0 -1.1649
C -1.755 0.343 -4.080 0.0 0.0 0.0 0.5668
C -0.690 -0.147 -3.225 0.1 -0.2 -0.1 -0.1740
C 0.635 -0.345 -3.598 0.0 0.0 0.0 -0.3826
C 1.658 -0.908 -2.821 -0.1 0.0 -0.1 -0.0356
N 1.624 -1.015 -1.466 -0.1 -0.4 -0.1 0.1112
C 2.741 -1.694 -1.085 0.1 0.1 0.1 -0.1115
C 3.075 -1.999 0.237 0.0 0.0 0.0 -0.3327
C 2.248 -1.932 1.355 0.1 0.0 -0.1 0.0167
N 0.908 -1.683 1.300 0.0 -0.1 0.1 -0.6524
C 0.404 -1.889 2.545 -0.1 -0.1 0.1 0.1242
C -0.963 -1.966 2.834 0.0 0.0 0.0 -0.3072
C 1.485 -2.215 3.459 0.0 0.1 0.0 0.4268
C 2.627 -2.245 2.717 0.1 -0.1 -0.1 0.9463
C 4.006 -2.620 3.165 0.1 0.1 0.0 -1.3410
C 4.277 -4.119 3.026 0.0 -0.1 0.0 -1.0485
C 1.352 -2.451 4.930 0.0 -0.1 0.0 -1.1914
C 1.327 -1.153 5.739 0.0 0.1 0.0 -1.2069
C 3.526 -2.034 -2.250 0.0 0.0 0.0 0.5978
C 2.852 -1.545 -3.332 0.1 0.2 0.0 0.1264
C 3.260 -1.621 -4.771 0.0 -0.1 0.0 -0.9596
C 4.162 -0.456 -5.186 0.0 0.1 0.0 -1.1976
C 4.788 -2.838 -2.250 0.1 0.1 0.0 -1.1514
C 4.546 -4.344 -2.136 -0.1 0.0 0.0 -1.1185
N -1.217 -0.588 -2.045 -0.1 0.1 -0.1 -0.5288
C -1.559 0.955 -5.431 0.0 -0.1 -0.1 -1.1029
C -0.985 2.372 -5.359 0.0 0.0 0.1 -1.1712
H -7.439 -0.928 0.888 0.0 0.0 0.0 0.3735
H -6.013 0.054 0.531 0.0 0.0 0.0 0.2822
H -6.301 -0.508 2.172 0.0 0.0 0.0 0.3142
H -5.743 -2.372 -0.201 0.0 0.0 0.0 0.4651
H -5.957 -2.876 1.450 0.0 0.0 0.0 0.4444
H -4.987 -2.660 3.546 0.0 0.0 0.0 0.4287
H -3.467 -2.327 4.326 0.0 0.0 0.0 0.4037
H -4.069 -4.840 2.670 0.0 0.0 0.0 0.3111
H -4.001 -4.776 4.435 0.0 0.0 0.0 0.3881
H -2.539 -4.514 3.475 0.0 0.0 0.0 0.2631
H -4.514 -0.846 -1.411 0.0 0.0 0.0 0.4205
H -4.948 0.694 -3.027 0.0 0.0 0.0 0.4383
H -4.318 1.292 -4.532 0.0 0.0 0.0 0.4990
H -4.322 -1.037 -5.482 0.0 0.0 0.0 0.3224
H -5.939 -0.590 -4.925 0.0 0.0 0.0 0.3872
H -4.924 -1.665 -3.955 0.0 0.0 0.0 0.2846
H 0.871 -0.137 -4.636 0.0 0.0 0.0 0.4421
H 4.076 -2.383 0.403 0.0 0.0 0.0 0.3501
H -1.223 -2.268 3.843 0.0 0.0 0.0 0.3333
H 4.150 -2.311 4.203 0.0 0.0 0.0 0.4492
H 4.746 -2.059 2.590 0.0 0.0 0.0 0.4583
H 3.575 -4.698 3.629 0.0 0.0 0.0 0.3141
H 5.289 -4.374 3.346 0.0 0.0 0.0 0.3856
H 4.156 -4.441 1.989 0.0 0.0 0.0 0.2107
H 2.178 -3.082 5.270 0.0 0.0 0.0 0.3794
H 0.445 -3.026 5.135 0.0 0.0 0.0 0.4409
H 2.254 -0.593 5.598 0.0 0.0 0.0 0.3175
H 1.208 -1.350 6.805 0.0 0.0 0.0 0.4125
H 0.505 -0.511 5.417 0.0 0.0 0.0 0.2752
H 2.373 -1.639 -5.408 0.0 0.0 0.0 0.4392
H 3.770 -2.571 -4.955 0.0 0.0 0.0 0.4104
H 3.655 0.498 -5.026 0.0 0.0 0.0 0.2902
H 4.445 -0.522 -6.238 0.0 0.0 0.0 0.4009
H 5.077 -0.439 -4.590 0.0 0.0 0.0 0.3238
H 5.433 -2.507 -1.430 0.0 0.0 0.0 0.4402
H 5.349 -2.624 -3.163 0.0 0.0 0.0 0.3679
H 4.009 -4.586 -1.217 0.0 0.0 0.0 0.2517
H 5.488 -4.895 -2.141 0.0 0.0 0.0 0.3889
H 3.938 -4.698 -2.971 0.0 0.0 0.0 0.3224
H -2.509 0.964 -5.969 0.0 0.0 0.0 0.3755
H -0.892 0.322 -6.024 0.0 0.0 0.0 0.4540
H -1.650 3.029 -4.796 0.0 0.0 0.0 0.3129
H -0.846 2.799 -6.353 0.0 0.0 0.0 0.4137
H -0.019 2.370 -4.851 0.0 0.0 0.0 0.2470
C 0.897 1.695 1.257 0.0 0.1 0.0 -0.6359
C -0.503 1.724 1.446 0.0 0.2 0.0 -0.4311
C -1.104 2.064 0.213 0.1 0.2 0.1 -0.5390
C -0.076 2.246 -0.738 0.0 0.1 0.1 -0.3887
C 1.161 2.016 -0.094 -0.1 0.1 0.1 -0.7554
H 1.636 1.499 2.019 0.0 -0.1 0.0 0.5089
H -1.020 1.551 2.378 0.0 -0.1 0.0 0.5448
H -2.162 2.187 0.036 0.0 -0.1 0.0 0.5542
H -0.211 2.533 -1.770 0.0 0.0 0.0 0.6165
H 2.137 2.099 -0.546 0.0 -0.1 0.0 0.4757